{"formula": "C15H41NO6", "method": "ωB97M-V/def2-TZVPD", "gap_ev": 8.852, "energy_ev": -29985.334, "lumo_ev": -0.3, "total_charge": 0, "elements": ["C", "C", "O", "N", "H", "H", "C", "H", "H", "H", "H", "H", "H", "O", "H", "C", "C", "C", "O", "H", "H", "H", "H", "H", "H", "H", "H", "C", "C", "C", "O", "H", "H", "H", "H", "H", "H", "H", "H", "C", "C", "C", "O", "H", "H", "H", "H", "H", "H", "H", "H", "C", "C", "C", "O", "H", "H", "H", "H", "H", "H", "H", "H"], "positions_angstrom": [[-0.699, -2.763, -3.073], [-0.101, -3.316, -1.816], [0.642, -4.322, -1.843], [-0.540, -2.729, -0.432], [-0.199, -1.672, -0.480], [-1.522, -2.670, -0.338], [0.032, -3.195, 0.776], [-1.094, -3.569, -3.738], [0.131, -2.199, -3.699], [-1.133, -1.973, -2.731], [0.137, -4.214, 0.424], [-0.379, -2.946, 1.611], [0.981, -2.875, 0.575], [-0.102, -0.211, 0.087], [-0.182, 0.802, 0.213], [1.219, 2.784, -3.801], [0.221, 2.106, -2.809], [-1.178, 2.260, -3.155], [0.407, 0.803, -2.696], [1.164, 3.903, -3.653], [0.987, 2.657, -4.895], [2.240, 2.434, -3.639], [0.402, 2.413, -1.746], [-1.538, 1.766, -3.938], [-1.460, 3.280, -3.471], [-1.770, 2.156, -2.317], [-0.062, 0.459, -1.954], [3.539, 1.398, 0.390], [3.293, 0.187, -0.471], [4.494, -0.574, -0.834], [2.417, -0.621, 0.340], [4.053, 2.216, 0.071], [3.899, 1.154, 1.359], [2.762, 2.227, 0.442], [2.563, 0.433, -1.399], [4.306, -1.551, -1.618], [4.910, -0.941, 0.127], [5.294, -0.076, -1.409], [1.663, -0.474, 0.135], [0.235, 1.319, 3.348], [0.474, -0.212, 3.687], [0.146, -0.524, 5.075], [-0.470, -0.726, 2.783], [-0.990, 1.519, 3.588], [0.373, 1.552, 2.335], [0.967, 1.725, 4.005], [1.388, -0.608, 3.483], [-0.834, -0.205, 5.394], [1.043, -0.009, 5.735], [0.133, -1.591, 5.249], [-0.227, -0.387, 1.885], [-2.994, 1.668, 1.023], [-3.197, 0.159, 0.896], [-4.641, -0.257, 0.702], [-2.751, -0.178, -0.351], [-3.357, 1.700, 1.940], [-3.380, 2.392, 0.232], [-1.949, 1.776, 1.088], [-2.693, -0.451, 1.744], [-5.264, 0.659, 0.236], [-5.263, -0.609, 1.594], [-4.800, -1.030, -0.024], [-1.747, -0.224, -0.244]]}

---

{"formula": "C10H40O10", "method": "ωB97M-V/def2-TZVPD", "smiles": "CO.CO.CO.CO.CO.CO.CO.CO.CO.CO", "gap_ev": 9.768, "energy_ev": -31488.370, "lumo_ev": 0.4, "total_charge": 0, "elements": ["C", "O", "H", "H", "H", "H", "C", "O", "H", "H", "H", "H", "C", "O", "H", "H", "H", "H", "C", "O", "H", "H", "H", "H", "C", "O", "H", "H", "H", "H", "C", "O", "H", "H", "H", "H", "C", "O", "H", "H", "H", "H", "C", "O", "H", "H", "H", "H", "C", "O", "H", "H", "H", "H", "C", "O", "H", "H", "H", "H"], "positions_angstrom": [[3.103, 1.266, -2.672], [2.149, 0.218, -2.489], [4.022, 1.027, -3.209], [2.693, 2.028, -3.335], [3.435, 1.635, -1.702], [2.068, -0.302, -3.292], [1.652, 0.709, 1.070], [0.502, 0.543, 0.278], [1.584, 1.662, 1.594], [1.715, -0.093, 1.806], [2.541, 0.677, 0.441], [0.723, 0.060, -0.522], [-2.585, -0.350, -1.940], [-3.148, -0.089, -0.757], [-2.503, 0.601, -2.466], [-1.563, -0.709, -1.820], [-3.179, -0.956, -2.625], [-2.518, 0.298, -0.146], [-0.698, 3.685, -2.315], [-2.115, 3.534, -2.279], [-0.308, 3.690, -3.333], [-0.427, 4.602, -1.793], [-0.285, 2.878, -1.710], [-2.425, 4.174, -2.924], [-1.686, -1.120, 3.093], [-2.549, -0.612, 2.180], [-1.968, -0.891, 4.121], [-1.621, -2.205, 3.018], [-0.691, -0.698, 2.959], [-2.241, 0.257, 1.913], [3.046, -3.259, -0.347], [1.798, -3.325, -0.929], [3.929, -3.492, -0.941], [3.344, -2.314, 0.109], [2.955, -3.999, 0.449], [1.179, -2.898, -0.333], [-0.356, -3.855, 1.272], [-0.485, -2.595, 0.536], [-0.946, -4.614, 0.757], [0.632, -4.304, 1.370], [-0.787, -3.937, 2.270], [-1.375, -2.278, 0.706], [0.557, 2.747, 4.284], [-0.621, 3.345, 4.905], [0.393, 1.670, 4.310], [0.575, 3.013, 3.227], [1.469, 3.018, 4.815], [-1.424, 3.225, 4.393], [0.135, -3.064, -3.476], [1.118, -4.019, -3.852], [0.532, -2.324, -2.782], [-0.230, -2.563, -4.373], [-0.635, -3.672, -3.001], [1.793, -3.971, -3.172], [-1.876, 3.287, 1.514], [-1.723, 1.923, 1.384], [-0.921, 3.807, 1.579], [-2.490, 3.754, 0.744], [-2.390, 3.432, 2.464], [-0.875, 1.742, 0.973]]}

---

{"formula": "C18H17IIrN2PS4Sb", "method": "ωB97M-V/def2-TZVPD", "gap_ev": [7.745, 5.241], "energy_ev": -92028.193, "lumo_ev": [0.2, -2.1], "total_charge": 0, "s_squared": 8.7911, "multiplicity": 6, "elements": ["Ir", "N", "P", "C", "C", "C", "C", "C", "C", "C", "C", "C", "C", "C", "C", "C", "C", "C", "C", "C", "N", "H", "H", "H", "H", "H", "H", "H", "H", "H", "H", "H", "H", "H", "H", "H", "S", "Sb", "S", "S", "S", "I", "C", "H", "H"], "positions_angstrom": [[1.970, 0.227, -1.142], [-0.676, 1.389, 0.318], [0.161, -0.094, 0.410], [0.062, -0.402, 2.210], [-1.202, -0.473, 2.798], [-1.329, -0.714, 4.154], [-0.196, -0.908, 4.935], [1.060, -0.858, 4.353], [1.191, -0.602, 2.995], [-1.013, -1.359, -0.161], [-2.239, -1.093, -0.753], [-3.008, -2.143, -1.236], [-2.549, -3.447, -1.141], [-1.319, -3.713, -0.551], [-0.555, -2.672, -0.058], [-0.366, 2.413, -0.552], [-1.228, 3.505, -0.705], [-0.895, 4.494, -1.604], [0.289, 4.391, -2.329], [1.090, 3.294, -2.103], [0.775, 2.333, -1.232], [-1.485, 1.537, 0.898], [-2.094, -0.375, 2.188], [-2.313, -0.769, 4.600], [-0.296, -1.108, 5.994], [1.946, -1.021, 4.953], [2.178, -0.572, 2.552], [-2.581, -0.070, -0.863], [-3.961, -1.938, -1.706], [-3.145, -4.259, -1.535], [-0.949, -4.729, -0.492], [0.415, -2.866, 0.390], [-2.143, 3.559, -0.129], [-1.557, 5.336, -1.752], [0.580, 5.143, -3.047], [2.028, 3.158, -2.627], [2.317, -3.298, -3.946], [2.080, -1.061, -4.639], [3.577, 0.659, -2.663], [0.521, -0.590, -2.823], [0.415, -1.465, -6.307], [3.892, -1.484, 0.438], [3.338, 0.612, 0.382], [4.242, 1.166, 0.154], [2.975, 0.868, 1.374]]}

---

{"formula": "C6H13NO", "method": "ωB97M-V/def2-TZVPD", "smiles": "C=C/C(=C\\N)CC.O", "gap_ev": 9.043, "energy_ev": -9968.700, "lumo_ev": 0.9, "total_charge": 0, "elements": ["C", "C", "N", "C", "C", "C", "C", "H", "H", "H", "H", "H", "H", "H", "H", "H", "H", "H", "H", "H", "O"], "positions_angstrom": [[-0.657, 1.134, 0.949], [-1.221, -0.265, 0.650], [1.694, -2.322, 1.949], [0.548, -1.527, 1.820], [-0.140, -1.365, 0.700], [-0.020, -2.250, -0.473], [0.709, -2.082, -1.573], [-0.526, 1.646, -0.007], [0.322, 0.950, 1.381], [-1.136, 1.814, 1.651], [-1.755, -0.370, -0.291], [-1.989, -0.532, 1.369], [1.621, -3.060, 2.639], [2.133, -2.653, 1.104], [0.393, -0.949, 2.714], [-0.566, -3.194, -0.398], [0.571, -2.823, -2.352], [1.279, -1.188, -1.800], [0.179, 6.282, -3.116], [-1.247, 6.558, -2.456], [-0.762, 6.361, -3.262]]}

---

Repeat the first record exactly.
{"formula": "C15H41NO6", "method": "ωB97M-V/def2-TZVPD", "gap_ev": 8.852, "energy_ev": -29985.334, "lumo_ev": -0.3, "total_charge": 0, "elements": ["C", "C", "O", "N", "H", "H", "C", "H", "H", "H", "H", "H", "H", "O", "H", "C", "C", "C", "O", "H", "H", "H", "H", "H", "H", "H", "H", "C", "C", "C", "O", "H", "H", "H", "H", "H", "H", "H", "H", "C", "C", "C", "O", "H", "H", "H", "H", "H", "H", "H", "H", "C", "C", "C", "O", "H", "H", "H", "H", "H", "H", "H", "H"], "positions_angstrom": [[-0.699, -2.763, -3.073], [-0.101, -3.316, -1.816], [0.642, -4.322, -1.843], [-0.540, -2.729, -0.432], [-0.199, -1.672, -0.480], [-1.522, -2.670, -0.338], [0.032, -3.195, 0.776], [-1.094, -3.569, -3.738], [0.131, -2.199, -3.699], [-1.133, -1.973, -2.731], [0.137, -4.214, 0.424], [-0.379, -2.946, 1.611], [0.981, -2.875, 0.575], [-0.102, -0.211, 0.087], [-0.182, 0.802, 0.213], [1.219, 2.784, -3.801], [0.221, 2.106, -2.809], [-1.178, 2.260, -3.155], [0.407, 0.803, -2.696], [1.164, 3.903, -3.653], [0.987, 2.657, -4.895], [2.240, 2.434, -3.639], [0.402, 2.413, -1.746], [-1.538, 1.766, -3.938], [-1.460, 3.280, -3.471], [-1.770, 2.156, -2.317], [-0.062, 0.459, -1.954], [3.539, 1.398, 0.390], [3.293, 0.187, -0.471], [4.494, -0.574, -0.834], [2.417, -0.621, 0.340], [4.053, 2.216, 0.071], [3.899, 1.154, 1.359], [2.762, 2.227, 0.442], [2.563, 0.433, -1.399], [4.306, -1.551, -1.618], [4.910, -0.941, 0.127], [5.294, -0.076, -1.409], [1.663, -0.474, 0.135], [0.235, 1.319, 3.348], [0.474, -0.212, 3.687], [0.146, -0.524, 5.075], [-0.470, -0.726, 2.783], [-0.990, 1.519, 3.588], [0.373, 1.552, 2.335], [0.967, 1.725, 4.005], [1.388, -0.608, 3.483], [-0.834, -0.205, 5.394], [1.043, -0.009, 5.735], [0.133, -1.591, 5.249], [-0.227, -0.387, 1.885], [-2.994, 1.668, 1.023], [-3.197, 0.159, 0.896], [-4.641, -0.257, 0.702], [-2.751, -0.178, -0.351], [-3.357, 1.700, 1.940], [-3.380, 2.392, 0.232], [-1.949, 1.776, 1.088], [-2.693, -0.451, 1.744], [-5.264, 0.659, 0.236], [-5.263, -0.609, 1.594], [-4.800, -1.030, -0.024], [-1.747, -0.224, -0.244]]}

---

Copy entry 2 word for word.
{"formula": "C10H40O10", "method": "ωB97M-V/def2-TZVPD", "smiles": "CO.CO.CO.CO.CO.CO.CO.CO.CO.CO", "gap_ev": 9.768, "energy_ev": -31488.370, "lumo_ev": 0.4, "total_charge": 0, "elements": ["C", "O", "H", "H", "H", "H", "C", "O", "H", "H", "H", "H", "C", "O", "H", "H", "H", "H", "C", "O", "H", "H", "H", "H", "C", "O", "H", "H", "H", "H", "C", "O", "H", "H", "H", "H", "C", "O", "H", "H", "H", "H", "C", "O", "H", "H", "H", "H", "C", "O", "H", "H", "H", "H", "C", "O", "H", "H", "H", "H"], "positions_angstrom": [[3.103, 1.266, -2.672], [2.149, 0.218, -2.489], [4.022, 1.027, -3.209], [2.693, 2.028, -3.335], [3.435, 1.635, -1.702], [2.068, -0.302, -3.292], [1.652, 0.709, 1.070], [0.502, 0.543, 0.278], [1.584, 1.662, 1.594], [1.715, -0.093, 1.806], [2.541, 0.677, 0.441], [0.723, 0.060, -0.522], [-2.585, -0.350, -1.940], [-3.148, -0.089, -0.757], [-2.503, 0.601, -2.466], [-1.563, -0.709, -1.820], [-3.179, -0.956, -2.625], [-2.518, 0.298, -0.146], [-0.698, 3.685, -2.315], [-2.115, 3.534, -2.279], [-0.308, 3.690, -3.333], [-0.427, 4.602, -1.793], [-0.285, 2.878, -1.710], [-2.425, 4.174, -2.924], [-1.686, -1.120, 3.093], [-2.549, -0.612, 2.180], [-1.968, -0.891, 4.121], [-1.621, -2.205, 3.018], [-0.691, -0.698, 2.959], [-2.241, 0.257, 1.913], [3.046, -3.259, -0.347], [1.798, -3.325, -0.929], [3.929, -3.492, -0.941], [3.344, -2.314, 0.109], [2.955, -3.999, 0.449], [1.179, -2.898, -0.333], [-0.356, -3.855, 1.272], [-0.485, -2.595, 0.536], [-0.946, -4.614, 0.757], [0.632, -4.304, 1.370], [-0.787, -3.937, 2.270], [-1.375, -2.278, 0.706], [0.557, 2.747, 4.284], [-0.621, 3.345, 4.905], [0.393, 1.670, 4.310], [0.575, 3.013, 3.227], [1.469, 3.018, 4.815], [-1.424, 3.225, 4.393], [0.135, -3.064, -3.476], [1.118, -4.019, -3.852], [0.532, -2.324, -2.782], [-0.230, -2.563, -4.373], [-0.635, -3.672, -3.001], [1.793, -3.971, -3.172], [-1.876, 3.287, 1.514], [-1.723, 1.923, 1.384], [-0.921, 3.807, 1.579], [-2.490, 3.754, 0.744], [-2.390, 3.432, 2.464], [-0.875, 1.742, 0.973]]}